A cluster of 40 separate species, H80O40 in total at a distorted geometry, computed with ωB97M-V/def2-TZVPD.

The energy relative to the best compared isomer or geometry (same formula, charge and spin) comes out at 8.6034 eV. Its gap between HOMO and LUMO is 9.00 eV. The HOMO energy comes out at -9.7 eV. As for the charge: 0.

Last columns: bonded neighbours and bond lengths (Å).
Element x y z (Å)
1 O -2.752 1.544 -4.216  H75 0.940, H81 0.957
2 O -0.062 -1.694 4.784  H78 0.931, H85 0.979
3 O -1.265 4.611 -0.651  H97 0.934, H117 0.975
4 O -2.765 -0.844 -3.539  H73 0.947, H92 0.926
5 O 2.094 -0.507 1.458  H90 0.941, H112 0.969
6 O 5.315 3.575 1.806  H42 0.976, H91 1.003
7 O 0.211 4.057 4.276  H45 0.980, H61 1.002
8 O -1.304 -3.594 -3.699  H49 0.988, H118 0.983
9 O 1.502 0.089 -4.603  H98 0.987, H107 0.972
10 O 3.003 -1.913 -1.593  H84 0.983, H106 0.991
11 O 3.801 3.975 -1.098  H43 0.968, H87 0.999
12 O 5.065 -0.668 -2.771  H62 1.008, H82 0.945
13 O -5.260 -1.446 -1.259  H51 0.949, H119 0.959
14 O -1.777 -2.959 0.355  H80 1.014, H115 0.979
15 O -5.043 -3.745 2.014  H86 0.976, H109 0.960
16 O -0.826 3.227 -2.846  H64 0.990, H100 0.934
17 O 2.863 -4.351 0.006  H41 1.002, H52 0.940
18 O 3.208 1.455 -1.759  H58 1.043, H108 0.972
19 O 0.896 -5.075 4.085  H70 0.985, H96 0.976
20 O 2.976 2.084 -4.459  H68 0.926, H83 0.968
21 O -0.014 5.088 1.708  H93 0.968, H103 0.918
22 O 0.100 1.375 -1.068  H54 1.013, H67 0.966
23 O -0.528 -1.353 -5.924  H71 0.979, H113 0.950
24 O -4.744 -0.756 2.001  H46 0.983, H104 1.003
25 O -1.399 -4.794 2.139  H53 0.983, H79 0.957
26 O -3.348 3.533 1.331  H77 0.947, H99 0.947
27 O -5.300 1.615 -1.012  H63 0.972, H114 0.982
28 O 1.761 1.900 0.790  H74 0.980, H116 0.983
29 O 4.857 -1.020 3.967  H57 0.971, H110 0.921
30 O -0.846 -1.006 1.929  H66 0.937, H105 0.945
31 O -1.180 0.476 5.422  H50 0.982, H56 0.985
32 O -0.767 2.179 1.648  H48 0.958, H102 0.996
33 O -3.467 -3.849 -2.246  H69 0.969, H76 0.947
34 O 2.717 -3.420 2.765  H111 0.925, H120 0.935
35 O -0.321 2.424 -5.493  H89 0.918, H101 1.010
36 O -2.911 -2.254 4.285  H44 0.952, H95 1.023
37 O 6.059 0.523 0.166  H47 0.953, H65 0.967
38 O 1.977 0.688 4.258  H60 0.969, H94 0.952
39 O -2.721 1.865 -0.631  H55 1.010, H72 0.931
40 O 0.227 -1.271 -1.885  H59 1.006, H88 0.969
41 H 2.832 -3.402 -0.312  O17 1.002
42 H 4.646 3.076 1.300  O6 0.976
43 H 4.411 3.839 -1.838  O11 0.968
44 H -1.977 -2.118 4.156  O36 0.952
45 H 0.077 3.407 4.998  O7 0.980
46 H -5.683 -0.915 2.247  O24 0.983
47 H 5.961 -0.417 0.040  O37 0.953
48 H -1.383 2.161 0.916  O32 0.958
49 H -1.693 -3.256 -4.543  O8 0.988
50 H -1.783 0.773 4.707  O31 0.982
51 H -5.047 -0.837 -0.563  O13 0.949
52 H 2.442 -4.255 0.841  O17 0.940
53 H -1.928 -4.587 1.337  O25 0.983
54 H -0.555 1.681 -0.357  O22 1.013
55 H -2.335 1.611 -1.528  O39 1.010
56 H -1.514 -0.439 5.567  O31 0.985
57 H 4.392 -1.280 4.780  O29 0.971
58 H 3.113 2.078 -0.927  O18 1.043
59 H 0.618 -1.404 -0.967  O40 1.006
60 H 1.962 0.360 5.170  O38 0.969
61 H -0.220 3.493 3.569  O7 1.002
62 H 4.720 0.201 -3.148  O12 1.008
63 H -6.216 1.483 -1.309  O27 0.972
64 H -0.986 3.606 -1.945  O16 0.990
65 H 5.783 1.144 -0.522  O37 0.967
66 H -0.500 -0.157 1.732  O30 0.937
67 H 0.003 0.441 -1.297  O22 0.966
68 H 3.819 2.240 -4.808  O20 0.926
69 H -3.510 -3.266 -3.019  O33 0.969
70 H 0.548 -5.276 3.186  O19 0.985
71 H -0.256 -0.421 -6.050  O23 0.979
72 H -3.059 1.035 -0.378  O39 0.931
73 H -3.212 -0.023 -3.391  O4 0.947
74 H 1.229 1.247 0.289  O28 0.980
75 H -2.388 2.184 -3.631  O1 0.940
76 H -3.351 -3.266 -1.509  O33 0.947
77 H -4.057 4.040 0.959  O26 0.947
78 H 0.519 -1.534 4.075  O2 0.931
79 H -1.905 -5.575 2.357  O25 0.957
80 H -1.747 -2.037 0.776  O14 1.014
81 H -2.059 1.314 -4.835  O1 0.957
82 H 5.520 -1.123 -3.463  O12 0.945
83 H 2.417 2.636 -5.024  O20 0.968
84 H 3.888 -1.815 -2.008  O10 0.983
85 H 0.061 -0.897 5.339  O2 0.979
86 H -4.164 -3.521 1.655  O15 0.976
87 H 4.299 3.933 -0.232  O11 0.999
88 H 0.008 -2.209 -1.993  O40 0.969
89 H -0.113 2.788 -4.676  O35 0.918
90 H 2.360 0.389 1.570  O5 0.941
91 H 5.411 2.990 2.615  O6 1.003
92 H -2.427 -0.926 -4.397  O4 0.926
93 H -0.239 5.047 0.768  O21 0.968
94 H 2.200 -0.076 3.736  O38 0.952
95 H -2.940 -3.147 4.783  O36 1.023
96 H 0.083 -4.723 4.496  O19 0.976
97 H -1.925 5.033 -1.159  O3 0.934
98 H 2.403 0.238 -4.227  O9 0.987
99 H -3.540 3.475 2.257  O26 0.947
100 H 0.044 2.915 -2.709  O16 0.934
101 H 0.257 1.603 -5.606  O35 1.010
102 H -0.468 3.123 1.546  O32 0.996
103 H 0.866 5.309 1.851  O21 0.918
104 H -4.134 -1.082 2.727  O24 1.003
105 H -0.140 -1.577 2.191  O30 0.945
106 H 2.311 -1.879 -2.300  O10 0.991
107 H 1.172 -0.257 -3.757  O9 0.972
108 H 3.196 1.884 -2.631  O18 0.972
109 H -5.424 -3.067 1.452  O15 0.960
110 H 4.739 -1.707 3.365  O29 0.921
111 H 2.538 -2.645 2.292  O34 0.925
112 H 2.723 -0.686 0.743  O5 0.969
113 H 0.054 -1.525 -5.193  O23 0.950
114 H -5.069 2.421 -1.525  O27 0.982
115 H -0.826 -3.090 0.161  O14 0.979
116 H 1.043 2.200 1.391  O28 0.983
117 H -1.711 4.001 -0.034  O3 0.975
118 H -1.488 -4.560 -3.686  O8 0.983
119 H -5.707 -0.844 -1.858  O13 0.959
120 H 2.032 -4.056 2.779  O34 0.935


A cluster of 40 separate species, H80O40 in total at a distorted geometry, computed with ωB97M-V/def2-TZVPD.

The energy relative to the best compared isomer or geometry (same formula, charge and spin) comes out at 9.8672 eV. Its gap between HOMO and LUMO is 9.93 eV. The HOMO energy comes out at -10.4 eV. As for the charge: 0.

Last columns: bonded neighbours and bond lengths (Å).
Element x y z (Å)
1 O -5.838 -0.995 0.042  H63 0.958, H120 0.955
2 O -2.961 -0.391 5.412  H90 0.954, H104 0.954
3 O 4.200 3.219 2.576  H107 0.959, H111 0.971
4 O 0.684 -4.594 -4.586  H88 0.978, H97 0.981
5 O 1.977 6.531 -0.513  H69 0.967, H118 0.959
6 O 2.034 -0.869 4.572  H76 0.977, H99 0.999
7 O -0.350 -0.515 2.470  H45 0.988, H65 0.963
8 O -2.988 2.176 -0.848  H46 0.963, H52 0.972
9 O 2.233 2.255 -1.506  H71 0.985, H105 0.969
10 O -1.526 5.924 -0.405  H95 0.961, H102 0.967
11 O -3.573 -2.051 -1.553  H67 0.955, H100 0.949
12 O -4.267 -1.146 -4.500  H80 0.985, H86 0.956
13 O 4.171 1.207 5.307  H106 0.968, H114 0.990
14 O 3.277 -2.246 1.316  H74 0.974, H89 0.984
15 O -1.468 2.923 4.001  H77 0.969, H115 0.978
16 O 1.664 5.463 -2.926  H50 0.990, H82 0.981
17 O -4.443 2.794 2.527  H47 0.962, H85 0.979
18 O -2.304 -0.284 0.689  H42 0.951, H66 0.957
19 O 2.034 -4.778 1.083  H72 0.958, H108 0.987
20 O 1.429 0.226 -2.933  H41 0.963, H117 0.976
21 O -2.949 -1.979 2.563  H58 1.012, H96 1.003
22 O 0.588 3.126 2.297  H60 0.950, H119 0.953
23 O -0.201 -3.100 -0.159  H54 0.952, H73 0.968
24 O 5.011 1.813 -2.307  H81 0.959, H84 0.981
25 O -0.139 -5.655 1.891  H62 0.956, H94 0.947
26 O 2.660 1.069 1.482  H83 0.961, H98 0.987
27 O 5.454 -1.153 -1.385  H56 0.955, H113 0.964
28 O 1.511 -4.627 -1.725  H75 0.963, H93 0.954
29 O -4.257 3.456 -4.070  H49 0.982, H64 0.961
30 O 5.076 -0.390 2.767  H78 0.949, H103 0.948
31 O 2.586 -0.457 -0.421  H43 1.007, H70 0.966
32 O 0.100 -2.622 5.032  H44 0.953, H101 0.963
33 O -5.449 0.562 -1.830  H55 0.981, H68 0.960
34 O -3.369 -4.707 -0.530  H51 0.982, H53 0.964
35 O 0.018 1.246 5.249  H48 0.958, H109 1.040
36 O -0.720 -1.199 -1.939  H59 1.037, H110 0.967
37 O -0.791 4.734 -3.425  H61 0.976, H87 0.958
38 O 2.297 -1.754 -4.184  H57 0.963, H91 0.977
39 O -1.808 -2.094 -4.080  H79 0.958, H92 1.004
40 O 0.083 -0.430 -5.741  H112 0.991, H116 0.978
41 H 1.632 0.303 -3.871  O20 0.963
42 H -1.683 0.255 1.167  O18 0.951
43 H 1.609 -0.449 -0.662  O31 1.007
44 H 0.082 -2.472 5.973  O32 0.953
45 H -0.061 0.399 2.233  O7 0.988
46 H -3.824 2.271 -1.317  O8 0.963
47 H -4.686 2.364 3.353  O17 0.962
48 H 0.286 1.979 4.693  O35 0.958
49 H -3.377 3.387 -4.499  O29 0.982
50 H 2.139 6.055 -2.290  O16 0.990
51 H -2.758 -4.059 -0.118  O34 0.982
52 H -3.207 1.521 -0.164  O8 0.972
53 H -3.153 -4.559 -1.458  O34 0.964
54 H 0.104 -3.075 0.743  O23 0.952
55 H -6.201 0.689 -1.212  O33 0.981
56 H 5.567 -1.965 -0.894  O27 0.955
57 H 1.381 -1.941 -4.415  O38 0.963
58 H -3.088 -2.302 3.512  O21 1.012
59 H -0.427 -1.967 -1.308  O36 1.037
60 H 1.071 2.619 1.655  O22 0.950
61 H 0.159 4.790 -3.213  O37 0.976
62 H -0.032 -5.943 2.796  O25 0.956
63 H -5.688 -1.537 -0.734  O1 0.958
64 H -4.460 2.526 -4.195  O29 0.961
65 H 0.543 -0.868 2.538  O7 0.963
66 H -3.215 -0.057 0.876  O18 0.957
67 H -3.789 -1.353 -2.169  O11 0.955
68 H -5.867 0.828 -2.653  O33 0.960
69 H 2.170 6.193 0.372  O5 0.967
70 H 2.959 -0.412 -1.311  O31 0.966
71 H 2.036 1.330 -1.783  O9 0.985
72 H 2.797 -5.296 1.342  O19 0.958
73 H 0.321 -3.619 -0.788  O23 0.968
74 H 3.379 -2.825 0.539  O14 0.974
75 H 1.041 -5.315 -1.242  O28 0.963
76 H 2.475 -0.787 5.441  O6 0.977
77 H -1.865 3.262 3.185  O15 0.969
78 H 5.511 0.394 2.455  O30 0.949
79 H -1.708 -3.046 -4.120  O39 0.958
80 H -5.175 -0.972 -4.160  O12 0.985
81 H 5.471 2.581 -1.964  O24 0.959
82 H 2.458 4.986 -3.249  O16 0.981
83 H 3.118 0.376 1.965  O26 0.961
84 H 4.294 1.648 -1.658  O24 0.981
85 H -5.268 2.642 2.024  O17 0.979
86 H -4.293 -1.756 -5.236  O12 0.956
87 H -0.746 4.943 -4.359  O37 0.958
88 H 1.020 -4.796 -3.689  O4 0.978
89 H 2.950 -1.450 0.837  O14 0.984
90 H -2.281 -0.198 6.053  O2 0.954
91 H 2.617 -1.361 -5.019  O38 0.977
92 H -1.457 -1.700 -3.226  O39 1.004
93 H 2.409 -4.510 -1.427  O28 0.954
94 H -0.089 -4.713 1.807  O25 0.947
95 H -0.733 5.440 -0.653  O10 0.961
96 H -2.049 -1.550 2.670  O21 1.003
97 H -0.210 -4.957 -4.405  O4 0.981
98 H 2.421 0.769 0.573  O26 0.987
99 H 1.920 0.121 4.498  O6 0.999
100 H -2.839 -1.915 -0.967  O11 0.949
101 H 0.187 -1.796 4.547  O32 0.963
102 H -2.131 5.749 -1.138  O10 0.967
103 H 5.393 -1.254 2.997  O30 0.948
104 H -3.734 -0.741 5.850  O2 0.954
105 H 1.464 2.733 -1.852  O9 0.969
106 H 4.312 0.535 4.626  O13 0.968
107 H 5.092 3.327 2.912  O3 0.959
108 H 2.060 -4.000 1.689  O19 0.987
109 H -0.945 1.616 5.380  O35 1.040
110 H -1.343 -0.949 -1.242  O36 0.967
111 H 4.160 2.505 1.919  O3 0.971
112 H -0.286 -0.723 -4.870  O40 0.991
113 H 4.540 -1.042 -1.673  O27 0.964
114 H 3.920 1.851 4.598  O13 0.990
115 H -0.507 3.009 3.844  O15 0.978
116 H -0.763 -0.070 -6.074  O40 0.978
117 H 0.813 -0.531 -2.925  O20 0.976
118 H 1.283 5.948 -0.825  O5 0.959
119 H 1.102 3.722 2.834  O22 0.953
120 H -6.007 -1.522 0.821  O1 0.955